Molecular formula: C16H15F9NO6
Method: DFT, ωB97M-V with the def2-TZVPD basis set

Structure (ORCA input):
```
! wB97M-V def2-TZVPD RIJCOSX def2/J DEFGRID3
* xyz -1 1
O 2.7706 -3.6630 -2.4704
C 1.9920 -2.9279 -1.9072
C 2.3049 -1.5150 -1.5917
C 1.6672 -0.8788 -0.6122
C 1.8537 0.5838 -0.3173
C 2.1776 0.9834 1.1284
C 2.3573 2.5116 1.3353
C 2.0182 3.4268 0.1733
O 0.5929 3.5601 -0.0373
C 0.7096 -1.7137 0.1887
O 0.5885 -1.5972 1.3857
C -0.0413 -2.7925 -0.5551
C -1.4638 -3.1991 -0.2099
C -2.1155 -2.6185 1.0585
C -3.4582 -1.9676 0.8049
F -4.1459 -2.5849 -0.1969
F -4.2397 -2.0439 1.9057
C -3.3096 -0.4625 0.4426
F -2.2686 -0.3443 -0.4224
F -2.9800 0.1935 1.5595
C -4.5517 0.2482 -0.1889
F -4.5640 1.5229 0.2208
F -5.6785 -0.3423 0.2464
C -4.5890 0.2768 -1.7501
F -4.2950 -0.9164 -2.2784
F -5.8198 0.6162 -2.1453
F -3.7259 1.1764 -2.2219
C 0.6281 -3.3873 -1.5338
H 3.0875 -1.0408 -2.1758
H 2.6482 0.9426 -0.9789
H 0.9368 1.0920 -0.6498
H 3.1032 0.4742 1.4155
H 1.4025 0.6049 1.7961
H 3.3853 2.7359 1.6336
H 1.7251 2.8321 2.1756
H 2.4697 3.0852 -0.7636
H 2.4398 4.4105 0.3763
H 0.1454 2.9923 0.5979
H -2.0647 -2.9243 -1.0810
H -1.5039 -4.2904 -0.1607
H -2.2876 -3.3908 1.8119
H -1.4740 -1.8768 1.5286
H 0.2169 -4.2331 -2.0789
N 5.8462 4.1296 1.1432
O 4.7862 4.4161 0.5360
O 6.9472 4.3128 0.5977
O 5.7765 3.5835 2.2654
*
```

Summary:
Molar mass in g mol⁻¹: 488.3
E_tot in eV: -55065.58697
HOMO level in eV: -4.585
ΔE to the lowest compared entry with this formula, charge and spin in eV: 0.0000

---

Molecular formula: C16H15FeN4O5
Method: DFT, ωB97M-V with the def2-TZVPD basis set

Structure (ORCA input):
```
! wB97M-V def2-TZVPD RIJCOSX def2/J DEFGRID3
* xyz 0 6
Fe -0.3294 -0.3693 0.2200
C -2.3348 0.8954 0.7503
C -2.7192 -0.4455 0.5480
C -2.0796 -1.2586 1.5333
C -1.3122 -0.4230 2.3319
C -1.4907 0.9284 1.8540
H -2.6486 1.7472 0.1677
H -3.3758 -0.8060 -0.2276
H -2.1779 -2.3278 1.6344
H -0.7317 -0.7204 3.1920
H -1.0245 1.8080 2.2641
O 2.1213 -3.6625 -0.1175
C 1.6742 -2.5473 0.0728
O 0.4719 -2.2150 0.4056
C 2.5626 -1.3401 -0.1078
C 3.9019 -1.3310 -0.4462
C 4.5087 -0.0972 -0.6508
C 3.7639 1.0756 -0.5551
C 2.4257 0.9608 -0.2287
N 1.8808 -0.2187 0.0101
C 1.3677 2.0290 -0.2866
O 1.5760 3.0439 -0.9572
O 0.2986 1.6953 0.3168
H 4.4306 -2.2671 -0.5559
H 5.5572 -0.0490 -0.9165
H 4.1916 2.0513 -0.7406
C 0.0445 0.2903 -6.0375
N -0.1377 0.0996 -4.6148
C -1.0319 -0.8727 -4.0120
C -0.7962 -0.5781 -2.5419
O -1.3449 -1.1648 -1.6007
N 0.0712 0.4275 -2.3902
C 0.4193 0.8211 -3.6261
N 1.2572 1.8252 -3.8413
H -0.2020 -0.6365 -6.5493
H 1.0865 0.5213 -6.2610
H -0.5919 1.0846 -6.4342
H -0.7681 -1.9001 -4.2641
H -2.0768 -0.6941 -4.2731
H 1.5038 2.4092 -3.0436
H 1.3892 2.1832 -4.7694
*
```

Summary:
Molar mass in g mol⁻¹: 399.2
E_tot in eV: -67422.09615
HOMO level (spin up / spin down) in eV: -8.001 / -8.538
ΔE to the lowest compared entry with this formula, charge and spin in eV: 0.8712
Expectation value of S²: 8.764

---

Molecular formula: C16H15HfN4O4S
Method: DFT, ωB97M-V with the def2-TZVPD basis set

Structure (ORCA input):
```
! wB97M-V def2-TZVPD RIJCOSX def2/J DEFGRID3
* xyz 3 1
Hf 1.1613 -0.5519 0.2830
C 0.3623 3.7402 1.6197
C 0.4355 2.2737 1.3858
N 1.4867 1.6135 1.0204
N 2.6982 2.2432 0.8909
C 3.7407 1.5687 0.3640
N 4.9120 2.1498 0.3344
S 3.5649 -0.0274 -0.2734
C -0.7562 1.4189 1.6418
C -1.9160 1.9095 2.1822
C -2.9148 1.0097 2.5766
C -2.7107 -0.3489 2.4269
C -1.5395 -0.7797 1.8275
N -0.5904 0.0834 1.4197
H 1.2313 4.2862 1.2655
H 0.2275 3.9518 2.6843
H -0.5066 4.1479 1.0979
H 2.8176 3.1747 1.2679
H 5.0985 3.0654 0.7250
H 5.7011 1.6691 -0.0813
H -2.0512 2.9710 2.3374
H -3.8292 1.3812 3.0229
H -3.4399 -1.0706 2.7696
H -1.3399 -1.8338 1.6782
O 1.8864 -4.3956 0.1390
C 1.3406 -3.3683 0.0220
O 1.5713 -2.2600 0.8937
C 0.3019 -2.9833 -0.9862
C -0.7471 -3.8085 -1.2199
C -1.8249 -3.4325 -2.0768
C -1.8002 -2.1952 -2.6401
O -2.6580 -1.6456 -3.5140
C -2.0860 -0.4225 -3.9753
O -0.8473 -0.2605 -3.1954
C -0.7210 -1.3230 -2.4427
C 0.3696 -1.6386 -1.6073
H -0.7614 -4.7825 -0.7455
H -2.6277 -4.1268 -2.2936
H -2.7458 0.4114 -3.7595
H -1.8290 -0.4897 -5.0283
H 1.3356 -1.3244 -2.0370
*
```

Summary:
Molar mass in g mol⁻¹: 537.9
E_tot in eV: -43102.09180
HOMO level in eV: -17.793
ΔE to the lowest compared entry with this formula, charge and spin in eV: 1.7674

---

Molecular formula: C16H15MgN3O2S2
Method: DFT, ωB97M-V with the def2-TZVPD basis set

Structure (ORCA input):
```
! wB97M-V def2-TZVPD RIJCOSX def2/J DEFGRID3
* xyz 0 1
Mg -0.2426 0.8577 0.1454
O -0.1123 -2.7140 -1.2248
C -0.0181 -1.4934 -1.1495
O -0.9373 -0.6384 -0.9449
C 1.3803 -0.8770 -1.3332
C 2.4202 -1.6149 -1.8655
C 3.6566 -1.0093 -2.0197
C 3.8175 0.3094 -1.6273
C 2.7286 0.9754 -1.0924
N 1.5347 0.4015 -0.9560
H 2.2352 -2.6425 -2.1431
H 4.4882 -1.5610 -2.4384
H 4.7649 0.8189 -1.7259
H 2.8026 2.0044 -0.7608
S -1.3253 2.7625 0.9844
C -1.9356 3.4084 -0.5569
C -1.1887 3.3584 -1.7336
C -1.6830 3.8687 -2.9242
C -2.9383 4.4576 -2.9645
C -3.6879 4.5233 -1.7977
C -3.1954 4.0041 -0.6119
H -0.1916 2.9251 -1.7270
H -1.0774 3.8100 -3.8197
H -3.3260 4.8625 -3.8895
H -4.6699 4.9789 -1.8104
H -3.7901 4.0557 0.2912
C -2.5043 0.1107 3.3620
N -2.3161 -1.0933 2.5641
C -3.3036 -2.0031 2.2385
C -2.7339 -2.9483 1.4618
N -1.4068 -2.6130 1.3434
C -1.1552 -1.4640 1.9907
S 0.3487 -0.6343 2.1136
H -3.4897 0.0563 3.8177
H -2.4294 0.9999 2.7359
H -1.7377 0.1505 4.1329
H -4.3120 -1.8870 2.5898
H -3.1517 -3.8118 0.9800
H -0.7578 -2.9923 0.6620
*
```

Summary:
Molar mass in g mol⁻¹: 369.8
E_tot in eV: -52520.83154
HOMO level in eV: -7.544

---

Molecular formula: C16H15MoN3OS3Te
Method: DFT, ωB97M-V with the def2-TZVPD basis set

Structure (ORCA input):
```
! wB97M-V def2-TZVPD RIJCOSX def2/J DEFGRID3
* xyz 1 4
Mo -1.7698 0.7136 -0.1350
O -2.0175 -0.9182 0.9741
N -1.2065 -1.3409 1.9369
C -1.5593 -2.4092 2.6850
C -0.7094 -2.8954 3.6394
C 0.5337 -2.2721 3.8377
C 0.8657 -1.1704 3.0816
C -0.0214 -0.6983 2.1135
S 0.2719 0.6542 1.0962
H -2.5341 -2.8241 2.4744
H -0.9978 -3.7517 4.2275
H 1.2138 -2.6480 4.5844
H 1.7954 -0.6375 3.2157
N -0.8146 -1.6239 -1.8038
C -0.8870 -0.5030 -2.5403
S -2.3418 0.4304 -2.4796
N 0.0600 -0.1047 -3.3811
C 1.3964 -0.5349 -3.5793
C 1.8035 -1.8609 -3.4726
C 3.1345 -2.1889 -3.6729
C 4.0615 -1.2108 -3.9893
C 3.6490 0.1040 -4.1361
C 2.3245 0.4442 -3.9341
H -1.6589 -1.9271 -1.3301
H -0.0193 -2.2418 -1.8403
H -0.1645 0.7611 -3.8660
H 1.0980 -2.6597 -3.2972
H 3.4423 -3.2199 -3.5899
H 5.0982 -1.4713 -4.1286
H 4.3608 0.8653 -4.4133
H 2.0112 1.4717 -4.0497
Te -2.7797 3.1065 -0.3171
C -2.4986 3.7596 1.6628
C -2.0015 3.0697 2.7331
C -1.9626 3.8441 3.9080
C -2.4391 5.1036 3.7157
S -2.9364 5.3729 2.1003
H -1.6824 2.0355 2.6823
H -1.5902 3.4856 4.8515
H -2.5280 5.8907 4.4363
*
```

Summary:
Molar mass in g mol⁻¹: 585.1
E_tot in eV: -65000.97477
HOMO level (spin up / spin down) in eV: -9.896 / -10.185
ΔE to the lowest compared entry with this formula, charge and spin in eV: 0.1291
Expectation value of S²: 3.787

---

Molecular formula: C16H15N5O3
Method: DFT, ωB97M-V with the def2-TZVPD basis set

Structure (ORCA input):
```
! wB97M-V def2-TZVPD RIJCOSX def2/J DEFGRID3
* xyz 0 1
C 6.2192 -1.5269 -0.9198
O 4.9278 -1.3170 -1.4374
C 3.8569 -1.5566 -0.6377
C 3.9297 -1.9992 0.6789
C 2.7612 -2.2081 1.3938
C 1.5272 -1.9849 0.8207
C 1.4526 -1.5424 -0.5003
N 0.1780 -1.3328 -1.0417
C -0.1703 -0.8673 -2.2627
O 0.5773 -0.5555 -3.1607
C -1.6980 -0.7830 -2.4319
O -2.4024 -0.5709 -1.2275
C -2.3167 0.6562 -0.6344
C -1.4701 1.6809 -1.0431
C -1.4675 2.8815 -0.3514
C -2.2902 3.0801 0.7389
C -3.1327 2.0492 1.1445
N -3.9636 2.2586 2.2504
C -4.9334 1.4838 2.8045
N -5.4329 2.1176 3.8298
N -4.7774 3.2717 3.9079
N -3.9150 3.3760 2.9936
C -3.1492 0.8406 0.4679
C 2.6115 -1.3288 -1.2254
H 6.3719 -2.5713 -0.6292
H 6.4199 -0.8772 -0.0617
H 6.9040 -1.2756 -1.7281
H 4.8784 -2.1836 1.1561
H 2.8214 -2.5511 2.4157
H 0.6227 -2.1506 1.3878
H -0.5888 -1.5455 -0.4143
H -1.9295 -0.0159 -3.1789
H -2.0529 -1.7484 -2.8065
H -0.8081 1.5546 -1.8843
H -0.8075 3.6720 -0.6725
H -2.2957 4.0094 1.2841
H -5.2402 0.5222 2.4569
H -3.7905 0.0263 0.7632
H 2.5731 -0.9878 -2.2454
*
```

Summary:
Molar mass in g mol⁻¹: 325.3
E_tot in eV: -30427.05755
HOMO level in eV: -8.627
ΔE to the lowest compared entry with this formula, charge and spin in eV: 0.6370
SMILES: COc1cccc(NC(=O)COc2cccc(-n3cnnn3)c2)c1